An isolated molecule of C16H26N4O2S2 in a non-equilibrium geometry. Source: OMol25; level of theory: wB97M-V/def2-TZVPD.

Each line ends with the Löwdin charge.
Geometry (Å):
C (1.16, -0.17, -5.23)  -0.09
C (0.26, -1.34, -4.82)  -0.22
H (0.37, -2.15, -5.55)  0.12
H (-0.78, -1.02, -4.84)  0.11
C (0.63, -1.88, -3.43)  -0.27
C (0.59, -0.79, -2.38)  -0.47
O (1.53, -0.47, -1.70)  0.12
N (-0.66, -0.21, -2.25)  0.12
C (-0.98, 0.75, -1.34)  -0.59
N (-0.17, 1.45, -0.65)  0.03
N (-0.75, 2.28, 0.21)  -0.08
C (-2.04, 2.24, 0.19)  -0.96
S (-3.08, 3.16, 1.21)  0.94
C (-1.87, 3.97, 2.30)  -0.34
H (-1.06, 4.34, 1.68)  0.08
H (-2.41, 4.79, 2.76)  0.08
C (-1.38, 3.01, 3.40)  -0.57
O (-1.88, 3.01, 4.50)  0.06
N (-0.36, 2.24, 3.01)  0.10
H (-0.06, 2.26, 2.04)  0.09
C (0.21, 1.20, 3.85)  -0.30
C (1.69, 1.02, 3.52)  -0.14
C (1.89, 0.38, 2.14)  -0.19
C (1.14, -0.94, 2.03)  -0.19
C (-0.35, -0.73, 2.32)  -0.19
C (-0.55, -0.12, 3.70)  -0.14
H (-0.19, -0.82, 4.46)  0.12
H (-1.61, 0.06, 3.88)  0.12
H (-0.87, -1.69, 2.26)  0.11
H (-0.77, -0.08, 1.56)  0.09
H (1.55, -1.66, 2.75)  0.11
H (1.28, -1.35, 1.03)  0.09
H (1.54, 1.05, 1.35)  0.09
H (2.95, 0.21, 1.97)  0.11
H (2.13, 0.37, 4.28)  0.12
H (2.20, 1.98, 3.56)  0.12
H (0.10, 1.55, 4.89)  0.15
S (-2.70, 1.10, -0.98)  1.03
H (-1.42, -0.59, -2.79)  0.13
H (1.67, -2.23, -3.46)  0.15
C (-0.26, -3.06, -3.03)  -0.22
C (0.09, -3.61, -1.65)  -0.08
H (-0.08, -2.86, -0.88)  0.06
H (1.13, -3.90, -1.62)  0.08
H (-0.52, -4.47, -1.42)  0.07
H (-1.32, -2.77, -3.05)  0.11
H (-0.14, -3.86, -3.78)  0.12
H (0.89, 0.18, -6.23)  0.07
H (1.06, 0.66, -4.54)  0.07
H (2.20, -0.48, -5.24)  0.08

Calculated values
* SMILES string: CCC(CC)C(=O)Nc1nnc(SCC(=O)NC2CCCCC2)s1
* HOMO energy: -8.65 eV
* LUMO energy: 0.10 eV
* HOMO-LUMO gap: 8.8 eV


A cluster of 2 separate species, C4H10NP in total in a non-equilibrium geometry. Source: OMol25; level of theory: wB97M-V/def2-TZVPD.

Each line ends with the Löwdin charge.
Geometry (Å):
C (-0.36, -0.72, -1.34)  -0.02
C (-2.02, 1.04, -0.87)  -0.08
C (-0.82, -0.16, 1.02)  -0.10
C (-1.02, 0.02, -0.44)  -0.48
N (3.42, -0.57, 1.07)  -0.46
P (2.83, 0.36, -0.19)  0.55
H (0.48, -1.32, -1.01)  0.01
H (-0.58, -0.62, -2.43)  0.07
H (2.87, -1.18, 1.63)  0.00
H (-1.56, 1.99, -0.63)  0.08
H (-2.06, 1.28, -1.86)  0.03
H (-3.02, 1.06, -0.35)  0.10
H (-0.26, 0.54, 1.59)  0.05
H (-1.92, -0.15, 1.45)  0.12
H (-0.43, -1.23, 1.11)  0.09
H (4.45, -0.33, 1.26)  0.04

Calculated values
* spin multiplicity: 3
* HOMO energy (spin up / spin down): -6.93 / -9.10 eV
* LUMO energy (spin up / spin down): 0.92 / -0.34 eV
* HOMO-LUMO gap (spin up / spin down): 7.9 / 8.8 eV


Total energy / Ha: -1791.19894; -554.38980
Energy above the lowest of the compared OMol25 structures with the same formula, charge and spin / kcal/mol: 0.0; 0.0